16
Properties=species:S:1:pos:R:3:forces:R:3:mulliken_charge:R:1 method="wB97M-V/def2-TZVPD" e_tot_ev=-10441.041 homo_energy_ev=-8.5 fmax_ha_per_bohr=0.0423 relative_energy_kcal_mol=131.1
C 0.985 -1.523 0.391 0.0264 -0.2566 -0.1908 -1.22
C 1.690 -0.632 -0.316 -0.0998 -0.2091 0.3519 1.01
O 3.033 -0.484 -0.229 -0.2320 0.3333 -0.3437 -0.48
O 1.182 0.261 -1.173 -0.2541 0.0525 -0.0539 -0.47
H -0.061 -1.680 0.200 -0.1719 0.1271 -0.0107 0.36
H 1.472 -2.225 1.044 0.1808 -0.0418 0.1339 0.22
H 3.400 -1.189 0.313 -0.1509 -0.0117 0.0081 0.31
H 0.193 0.238 -1.154 0.9071 -0.0269 0.2230 0.14
C -0.740 1.219 1.326 0.7803 1.5837 0.7701 -0.90
C -0.964 2.399 1.200 -0.1120 -1.2284 -0.0021 -0.08
H -0.226 0.334 1.622 -0.2711 -0.4145 -0.2501 0.58
H -1.280 3.386 1.009 -0.0871 0.4402 -0.0756 0.43
C -2.316 0.192 -0.493 0.0634 -0.9456 -1.9568 -0.24
C -1.782 -0.151 -1.525 -1.2473 0.3664 1.1704 -0.60
H -3.007 0.365 0.286 0.1801 0.2815 0.4998 0.51
H -1.581 -0.511 -2.499 0.4880 -0.0502 -0.2736 0.43


16
Properties=species:S:1:pos:R:3:forces:R:3:mulliken_charge:R:1 method="wB97M-V/def2-TZVPD" e_tot_ev=-10437.856 homo_energy_ev="-4.9 / -10.5" spin_multiplicity=3 fmax_ha_per_bohr=0.1068 relative_energy_kcal_mol=80.9
C 2.743 -0.328 -0.574 -3.9463 -0.0247 0.8852 0.09
C 0.327 1.067 -0.283 0.4182 1.0939 1.1601 -0.73
C 0.077 -1.112 0.333 1.1272 -0.2113 -2.8384 -0.90
C -0.765 0.029 -0.239 -1.8518 -0.9561 -2.5899 0.78
C 1.435 0.020 -0.056 -0.8840 -0.8058 1.3617 0.69
C -2.045 0.184 0.531 -1.3620 -1.0968 -0.9912 -1.68
O 3.449 -0.815 -1.385 3.1838 -1.9883 -4.0058 -0.41
O 2.803 0.312 0.568 -0.8233 2.1324 2.9998 -0.41
H 0.473 1.740 -1.137 -0.2779 -0.3550 0.0589 0.31
H 0.050 1.694 0.590 1.2613 0.0650 0.0055 0.23
H -0.238 -1.414 1.354 0.7900 0.0942 -0.6335 0.35
H 0.141 -1.939 -0.464 0.0631 0.7489 1.8045 0.26
H -1.175 -0.012 -1.286 0.9546 -1.1608 0.4606 0.23
H -1.762 0.426 1.507 -0.4023 0.4928 1.9197 0.49
H -2.775 -0.701 0.472 1.8193 0.4042 0.4416 0.30
H -2.738 0.849 0.069 -0.0700 1.5674 -0.0390 0.40


17
Properties=species:S:1:pos:R:3:forces:R:3:mulliken_charge:R:1 method="wB97M-V/def2-TZVPD" e_tot_ev=-12484.542 homo_energy_ev=-8.8 fmax_ha_per_bohr=0.1701 relative_energy_kcal_mol=220.7
O -1.171 2.283 -0.950 5.8179 -1.1317 -0.1664 -0.51
C -0.049 1.595 -0.971 -4.7733 4.7689 -1.7793 0.09
C -0.479 0.187 -1.232 8.5375 -1.0398 1.5861 0.67
C 0.590 -0.832 -1.271 0.2932 -0.7305 2.4814 -0.66
O 1.441 -0.375 0.001 0.0090 -1.7064 0.0873 -0.47
C 0.766 -0.551 1.240 0.1682 -0.7596 2.2802 -0.43
C -0.569 0.444 1.159 4.7533 1.6906 2.5938 -0.29
C -0.979 -0.383 0.172 -5.2112 -3.3858 -5.3503 -0.67
O -1.660 -0.200 -1.107 -7.6438 -0.2282 1.1127 -0.49
H 1.143 2.147 -0.777 -3.5647 -2.0221 -0.8220 0.34
H 0.113 -1.869 -1.153 1.2735 1.3424 -0.4918 0.34
H 1.318 -0.734 -2.003 1.5148 -0.1798 -1.3660 0.39
H 0.391 -1.709 1.428 1.2177 2.8235 -0.3364 0.24
H 1.349 -0.249 2.239 -0.5079 -0.4653 -2.7580 0.31
H -1.085 0.350 2.100 -0.1729 0.9302 0.4619 0.44
H 0.026 1.378 0.667 -2.1300 -1.6831 3.4019 0.15
H -1.142 -1.482 0.459 0.4189 1.7766 -0.9352 0.55